1.
{"formula": "C5H8O2", "method": "ωB97M-V/def2-TZVPD", "species": ["C", "C", "O", "C", "O", "C", "C", "H", "H", "H", "H", "H", "H", "H", "H"], "coordinates": [[-0.4056, -1.3658, 1.1095], [-0.0035, -0.1884, 0.6213], [-1.1483, -0.9412, -2.0263], [-0.8932, 1.0468, 0.5752], [-0.5626, 1.9433, -0.4542], [1.3419, 0.0062, 0.1481], [2.4547, 0.2357, -0.2585], [-1.4246, -1.5015, 1.4655], [0.2679, -2.2155, 1.1680], [-1.0242, -1.4195, -1.1964], [-0.2827, -0.5456, -2.1839], [-0.8354, 1.5317, 1.5626], [-1.9296, 0.7450, 0.4048], [0.3567, 2.2111, -0.3261], [3.4512, 0.4196, -0.5978]], "atomic_forces_ev_per_a": [[0.04, 0.11, -0.01], [0.03, -0.16, 0.17], [0.07, -0.17, -0.04], [-0.15, -0.16, 0.25], [0.19, 0.09, 0.00], [0.51, 0.08, -0.12], [-0.43, -0.08, 0.18], [0.14, 0.05, -0.07], [-0.08, 0.15, 0.02], [-0.06, 0.08, -0.19], [-0.12, 0.07, -0.04], [-0.02, -0.01, -0.14], [0.15, -0.01, 0.04], [-0.09, 0.02, -0.10], [-0.19, -0.05, 0.04]], "nbo_charge": [-0.372, -0.103, -0.938, -0.084, -0.697, -0.063, -0.200, 0.208, 0.215, 0.469, 0.470, 0.174, 0.206, 0.471, 0.245], "smiles": "C#CC(=C)CO.O", "lumo_energy_ev": 0.45, "energy_ha": -345.69607, "spin_multiplicity": 1}

***

2.
{"formula": "C5H8O2", "method": "ωB97M-V/def2-TZVPD", "species": ["C", "C", "C", "C", "C", "O", "O", "H", "H", "H", "H", "H", "H", "H", "H"], "coordinates": [[-1.4509, 1.2534, 0.4285], [1.5034, -1.3254, -0.2078], [-0.4549, 0.0184, 0.7635], [0.5134, -0.2173, -0.1161], [0.4858, 0.7983, -1.2231], [-0.9473, -0.8194, 1.7158], [0.0972, 0.5021, -2.3499], [-0.8180, -1.7421, 1.4375], [0.9949, 1.7433, -0.9716], [-2.2907, 0.8453, -0.1406], [-1.8379, 1.5702, 1.4031], [-1.0987, 2.1903, -0.0089], [1.5035, -1.9533, 0.6869], [1.2916, -1.9536, -1.0775], [2.5085, -0.9101, -0.3397]], "atomic_forces_ev_per_a": [[0.26, -1.47, 2.13], [0.05, -0.21, -0.05], [-1.55, 1.68, -1.86], [-0.41, 0.60, 0.14], [0.69, -1.55, -1.67], [0.10, -0.16, 0.14], [0.59, 0.88, 1.73], [0.12, 0.46, 0.18], [-0.37, 0.40, -0.38], [0.18, 0.15, -0.05], [-0.20, -0.13, -0.07], [0.53, -0.58, -0.28], [0.02, 0.08, -0.07], [0.05, 0.01, 0.05], [-0.06, -0.16, 0.06]], "nbo_charge": [-0.683, -0.637, 0.361, -0.228, 0.432, -0.687, -0.523, 0.488, 0.121, 0.230, 0.224, 0.229, 0.217, 0.231, 0.223], "smiles": "C/C(O)=C(/C)C=O", "lumo_energy_ev": 0.58, "energy_ha": -345.73963, "spin_multiplicity": 1}

***

3.
{"formula": "C5H8O2", "method": "ωB97M-V/def2-TZVPD", "species": ["C", "C", "O", "C", "O", "C", "C", "H", "H", "H", "H", "H", "H", "H", "H"], "coordinates": [[0.8465, 1.3778, -0.3526], [0.3835, -0.0834, -0.3896], [1.1815, -0.8279, -1.3038], [0.5707, -0.7836, 1.0085], [-0.5727, -1.3670, 1.5792], [-1.0513, -0.1858, -0.7056], [-2.2368, -0.3961, -0.6905], [1.9165, 1.4217, -0.1235], [0.2980, 1.9406, 0.4093], [0.6803, 1.8700, -1.3169], [0.9453, -0.5620, -2.2051], [1.0232, -0.0603, 1.7035], [1.2654, -1.6082, 0.8360], [-1.2537, -0.6860, 1.6691], [-3.2677, -0.6589, -0.6221]], "atomic_forces_ev_per_a": [[-0.01, 0.06, 0.02], [-0.18, 0.06, 0.25], [-0.13, 0.02, -0.35], [0.41, 0.07, -0.03], [-0.05, 0.14, 0.18], [-0.57, -0.11, 0.11], [0.40, 0.10, -0.10], [-0.17, -0.09, 0.00], [0.05, -0.09, -0.09], [0.01, -0.13, 0.11], [0.10, -0.06, 0.25], [-0.03, -0.11, -0.15], [0.01, 0.18, 0.06], [0.12, -0.20, -0.04], [0.04, 0.15, -0.21]], "nbo_charge": [-0.615, 0.136, -0.700, -0.059, -0.698, -0.050, -0.214, 0.223, 0.216, 0.214, 0.473, 0.160, 0.208, 0.469, 0.239], "smiles": "C#C[C@](C)(O)CO", "lumo_energy_ev": 0.81, "energy_ha": -345.70580, "spin_multiplicity": 1}

***

4.
{"formula": "C5H8O2", "method": "ωB97M-V/def2-TZVPD", "species": ["C", "C", "O", "C", "C", "O", "C", "H", "H", "H", "H", "H", "H", "H", "H"], "coordinates": [[1.4114, 1.2142, -1.5070], [0.2938, 1.5423, -0.8723], [-1.5229, -1.2463, -0.8649], [-1.2908, -1.6977, 0.2281], [-0.0787, -1.3600, 1.0777], [0.6529, -0.2453, 0.6822], [-0.0725, 0.9592, 0.4704], [2.0926, 0.4984, -1.0598], [1.6722, 1.6239, -2.4769], [-0.4082, 2.2509, -1.3102], [-1.9686, -2.4433, 0.7001], [-1.1544, 0.7860, 0.5209], [-0.4092, -1.3202, 2.1312], [0.6021, -2.2228, 0.9992], [0.1804, 1.6605, 1.2814]], "atomic_forces_ev_per_a": [[-0.12, 0.02, 0.08], [0.16, 0.00, -0.03], [0.06, -0.16, 0.53], [0.04, -0.02, -0.40], [-0.10, -0.06, 0.03], [0.09, -0.06, 0.01], [-0.15, 0.11, -0.04], [-0.03, 0.04, -0.13], [-0.09, 0.02, 0.12], [0.10, -0.06, 0.14], [0.07, 0.01, -0.08], [0.18, 0.04, -0.04], [0.02, 0.11, -0.11], [-0.19, 0.09, 0.08], [-0.03, -0.08, -0.16]], "nbo_charge": [-0.386, -0.200, -0.506, 0.405, -0.165, -0.526, -0.103, 0.205, 0.199, 0.203, 0.106, 0.183, 0.179, 0.223, 0.185], "smiles": "C=CCOCC=O", "lumo_energy_ev": 0.92, "energy_ha": -345.72839, "spin_multiplicity": 1}

***

5.
{"formula": "C5H8O2", "method": "ωB97M-V/def2-TZVPD", "species": ["C", "C", "O", "C", "C", "C", "O", "H", "H", "H", "H", "H", "H", "H", "H"], "coordinates": [[0.8709, 1.4512, -0.0994], [0.1786, -1.4539, 0.8545], [0.4988, -0.8668, 1.9866], [-1.1209, -0.8656, 0.3695], [-0.8250, -0.2645, -1.0265], [0.5767, 0.3248, -1.0765], [1.4107, -0.0454, -1.8721], [0.1600, 1.5159, 0.7289], [1.8830, 1.3465, 0.2971], [0.8277, 2.3842, -0.6692], [1.3688, -1.2089, 2.2461], [-1.8184, -1.7047, 0.2579], [-1.5650, -0.1261, 1.0506], [-0.8995, -1.0218, -1.8078], [-1.5463, 0.5351, -1.2397]], "atomic_forces_ev_per_a": [[0.05, 0.07, 0.02], [-0.30, 0.00, 0.19], [0.17, -0.15, -0.10], [0.10, -0.08, 0.11], [0.03, -0.08, -0.17], [0.18, 0.10, -0.24], [-0.37, 0.18, 0.26], [0.08, -0.05, -0.18], [-0.10, 0.01, -0.10], [0.02, -0.03, 0.05], [-0.18, 0.02, 0.10], [0.06, 0.15, -0.03], [0.13, -0.09, -0.02], [0.05, 0.07, 0.08], [0.09, -0.12, 0.05]], "nbo_charge": [-0.738, 0.268, -0.655, -0.564, -0.495, 0.592, -0.530, 0.218, 0.240, 0.243, 0.502, 0.250, 0.200, 0.238, 0.230], "lumo_energy_ev": 0.60, "energy_ha": -345.69882, "spin_multiplicity": 1}

***

6.
{"formula": "C5H8O2", "method": "ωB97M-V/def2-TZVPD", "species": ["C", "C", "O", "C", "C", "O", "C", "H", "H", "H", "H", "H", "H", "H", "H"], "coordinates": [[1.2824, -0.1302, -0.5600], [0.3721, -1.3133, -0.4474], [-0.2223, -1.5004, 0.7240], [-0.4664, -0.5395, 1.5611], [-1.6502, 0.7157, -0.4088], [-0.6229, 1.5244, -0.4622], [0.6522, 1.2433, -0.4202], [2.0744, -0.1871, 0.2261], [1.8102, -0.2279, -1.5221], [0.5745, -2.2489, -0.9571], [0.0676, 0.4087, 1.4605], [-1.0197, -0.8324, 2.4404], [-1.5213, -0.2870, -0.8227], [-2.5956, 1.2371, -0.3281], [1.2648, 2.1376, -0.4836]], "atomic_forces_ev_per_a": [[-0.03, 0.09, -0.12], [0.49, 0.08, -0.09], [-0.08, -0.82, -0.21], [-0.21, 0.71, 0.49], [-0.40, -0.52, 0.06], [-0.10, 0.74, -0.12], [0.81, -0.20, -0.19], [-0.18, -0.01, -0.18], [-0.13, 0.07, 0.16], [-0.01, 0.20, 0.07], [-0.12, -0.26, 0.17], [0.05, 0.01, -0.10], [-0.15, 0.24, 0.15], [0.15, -0.15, -0.08], [-0.09, -0.20, 0.00]], "nbo_charge": [-0.567, 0.012, -0.372, -0.115, -0.158, -0.372, 0.059, 0.208, 0.237, 0.185, 0.173, 0.180, 0.178, 0.175, 0.178], "lumo_energy_ev": [0.98, 0.77], "energy_ha": -345.53759, "spin_multiplicity": 1}

***

7.
{"formula": "C5H8O2", "method": "ωB97M-V/def2-TZVPD", "species": ["C", "C", "O", "C", "C", "C", "O", "H", "H", "H", "H", "H", "H", "H", "H"], "coordinates": [[-2.1603, 0.1122, -0.1657], [-1.1236, 0.9001, 0.0800], [-0.4415, 0.8470, 1.2662], [0.9369, 0.5740, 1.0571], [1.4204, -0.7062, 0.4441], [1.4573, 0.3651, -0.2898], [1.7469, 0.9798, -1.4384], [-0.9962, -1.7494, -0.2707], [-2.5008, -0.5804, 0.5970], [-2.6618, 0.1212, -1.1258], [-0.7474, 1.6280, -0.6418], [1.5047, 1.0427, 1.8602], [-0.3346, -2.0150, -0.0652], [1.6621, -1.7411, 0.6146], [2.0965, 0.3111, -2.0448]], "atomic_forces_ev_per_a": [[-0.10, 0.33, 0.11], [-0.34, -0.09, -0.18], [-0.11, -0.11, -0.02], [0.31, 0.27, 0.10], [0.35, 0.18, -0.13], [0.19, -0.19, 0.34], [0.12, -0.15, -0.07], [0.11, -0.36, -0.02], [0.01, 0.06, -0.13], [-0.07, 0.22, 0.16], [-0.01, -0.17, 0.08], [-0.12, 0.10, -0.10], [-0.22, -0.36, -0.11], [-0.09, 0.11, 0.01], [-0.02, 0.16, -0.03]], "nbo_charge": [-0.479, 0.122, -0.528, 0.054, -0.303, 0.288, -0.645, 0.015, 0.211, 0.210, 0.176, 0.178, -0.023, 0.233, 0.490], "smiles": "C=CO[C@H]1C=C1O.[H][H]", "lumo_energy_ev": 0.61, "energy_ha": -345.61642, "spin_multiplicity": 1}

***

8.
{"formula": "C5H8O2", "method": "ωB97M-V/def2-TZVPD", "species": ["O", "C", "C", "C", "O", "C", "C", "H", "H", "H", "H", "H", "H", "H", "H"], "coordinates": [[0.0405, -0.9107, -0.9191], [0.1533, 0.1167, 0.6471], [-0.8297, 1.2026, 0.3907], [-2.2344, 0.6472, 0.5392], [-2.5423, -0.4852, 0.2428], [1.5879, 0.1733, 0.1685], [1.3947, -1.2066, -0.4374], [-0.5903, -1.6046, -0.6818], [-0.6591, 1.9603, 1.1704], [-0.7817, 1.7451, -0.5718], [-3.0180, 1.3271, 0.9258], [2.3344, 0.2239, 0.9677], [1.8421, 0.9040, -0.6171], [2.0255, -1.5232, -1.2672], [1.3505, -1.9843, 0.3303]], "atomic_forces_ev_per_a": [[-0.06, -0.28, 0.23], [0.02, 0.16, 0.28], [0.01, -0.11, 0.00], [-0.23, -0.33, -0.16], [0.19, 0.49, 0.06], [0.08, -0.04, 0.00], [0.20, -0.09, -0.19], [-0.05, 0.03, 0.02], [-0.02, -0.11, -0.02], [0.06, -0.09, 0.00], [0.07, 0.09, -0.04], [-0.20, -0.03, -0.06], [-0.08, -0.04, 0.05], [0.01, 0.14, -0.04], [0.02, 0.21, -0.13]], "nbo_charge": [-0.636, 0.063, -0.646, 0.470, -0.537, -0.537, -0.055, 0.523, 0.251, 0.212, 0.107, 0.227, 0.174, 0.184, 0.200], "lumo_energy_ev": 0.96, "energy_ha": -345.62860, "spin_multiplicity": 1}

***

Computed values of energy relative to the best compared isomer or geometry (same formula, charge and spin) (unit: eV) for the preceding records, in sequence: 2.963, 1.778, 2.698, 2.083, 2.888, 7.276, 5.130, 4.799.
Computed values of maximum force (unit: Eh/bohr) for the preceding records, in sequence: 0.0103, 0.0573, 0.0115, 0.0108, 0.0095, 0.0172, 0.0084, 0.0102.